# 1
Computed, not measured: a single C20H27N3O4S molecule in a non-equilibrium geometry, with wB97M-V/def2-TZVPD.

Output
Energy relative to the best compared isomer or geometry (same formula, charge and spin)   0.365 eV
Electronic energy   -1641.7770 hartree
Structure (SMILES)   COCCN(CC(=O)NC1CCCCC1)C(=O)CSc1nc2ccccc2o1
HOMO-LUMO gap   8.9 eV

Cartesian coordinates (Å):
C: -6.306 -0.686 0.516
H: -6.801 0.067 -0.093
O: -4.942 -0.350 0.538
C: -4.163 -1.239 1.305
C: -2.693 -0.823 1.213
N: -2.098 -1.172 -0.058
C: -2.007 -0.400 -1.161
O: -1.325 -0.739 -2.116
C: -2.805 0.887 -1.209
H: -3.306 1.148 -0.283
H: -3.549 0.797 -2.001
S: -1.741 2.271 -1.756
C: -0.463 2.154 -0.604
N: 0.622 2.851 -0.632
C: 1.339 2.425 0.465
C: 2.586 2.795 0.948
C: 3.037 2.149 2.083
C: 2.284 1.165 2.721
C: 1.037 0.783 2.255
C: 0.588 1.432 1.124
O: -0.578 1.273 0.427
H: 0.463 0.004 2.729
H: 2.682 0.682 3.600
H: 4.004 2.409 2.488
H: 3.167 3.551 0.447
C: -1.368 -2.432 -0.080
H: -1.854 -3.139 0.594
H: -1.372 -2.823 -1.099
C: 0.073 -2.177 0.396
O: 0.398 -2.330 1.558
N: 0.877 -1.735 -0.577
H: 0.476 -1.557 -1.490
C: 2.264 -1.367 -0.356
C: 2.698 -0.331 -1.388
C: 4.148 0.077 -1.143
C: 5.063 -1.142 -1.203
C: 4.621 -2.192 -0.188
C: 3.172 -2.598 -0.433
H: 2.850 -3.325 0.315
H: 3.075 -3.056 -1.420
H: 5.266 -3.070 -0.254
H: 4.712 -1.782 0.820
H: 6.093 -0.842 -1.003
H: 5.029 -1.571 -2.207
H: 4.452 0.812 -1.889
H: 4.225 0.546 -0.159
H: 2.053 0.547 -1.338
H: 2.602 -0.762 -2.387
H: 2.334 -0.946 0.654
H: -2.614 0.249 1.394
H: -2.124 -1.335 1.991
H: -4.287 -2.268 0.933
H: -4.486 -1.213 2.357
H: -6.463 -1.677 0.074
H: -6.733 -0.679 1.526

Here are the Mulliken charges for atoms 1 to 2, given in e: atom 1 (C): -0.81, atom 2 (H): 0.24

# 2
Computed, not measured: a single C20H27N3O4S2 molecule, with wB97M-V/def2-TZVPD.

Output
Energy relative to the best compared isomer or geometry (same formula, charge and spin)   0.917 eV
Electronic energy   -2039.9540 hartree
Structure (SMILES)   Cc1ccc(S(=O)(=O)NCC(=O)N(CC(=O)NC(C)(C)C)Cc2cccs2)cc1
HOMO-LUMO gap   9.1 eV

Cartesian coordinates (Å):
C: -7.746 -0.424 -0.445
C: -6.270 -0.183 -0.400
C: -5.765 1.104 -0.577
C: -4.405 1.342 -0.519
C: -3.546 0.285 -0.286
C: -4.020 -0.999 -0.108
C: -5.384 -1.229 -0.167
H: -5.764 -2.231 -0.033
H: -3.317 -1.798 0.062
S: -1.804 0.609 -0.160
O: -1.427 1.697 -1.016
O: -1.066 -0.617 -0.307
N: -1.722 1.195 1.424
H: -1.848 0.409 2.058
C: -0.424 1.790 1.680
H: -0.162 2.345 0.781
C: 0.570 0.675 2.010
O: 0.135 -0.370 2.482
N: 1.880 0.874 1.807
C: 2.473 2.035 1.165
C: 2.841 1.741 -0.256
C: 2.018 1.413 -1.291
C: 2.726 1.149 -2.483
C: 4.069 1.279 -2.336
S: 4.503 1.719 -0.739
H: 4.838 1.138 -3.069
H: 2.250 0.874 -3.407
H: 0.945 1.358 -1.217
H: 3.377 2.302 1.722
H: 1.782 2.877 1.224
C: 2.792 -0.228 2.077
H: 2.406 -0.784 2.935
H: 3.777 0.180 2.309
C: 2.938 -1.191 0.877
O: 3.972 -1.246 0.241
N: 1.849 -1.940 0.681
H: 1.020 -1.723 1.219
C: 1.667 -2.903 -0.407
C: 1.688 -2.163 -1.746
H: 1.543 -2.862 -2.566
H: 0.889 -1.425 -1.761
H: 2.642 -1.659 -1.876
C: 0.303 -3.554 -0.192
H: 0.267 -4.059 0.771
H: 0.107 -4.283 -0.975
H: -0.468 -2.787 -0.225
C: 2.781 -3.951 -0.348
H: 2.763 -4.466 0.611
H: 3.747 -3.471 -0.468
H: 2.646 -4.682 -1.141
H: -0.507 2.475 2.531
H: -3.990 2.326 -0.662
H: -6.447 1.920 -0.761
H: -7.966 -1.475 -0.613
H: -8.210 0.166 -1.232
H: -8.198 -0.129 0.503

Here are the Mulliken charges for atoms 1 to 2, given in e: atom 1 (C): -1.44, atom 2 (C): 0.99

# 3
Computed, not measured: a molecular structure, C20H27N3S2Yb in a non-equilibrium geometry, with wB97M-V/def2-TZVPD.

Output
Energy relative to the best compared isomer or geometry (same formula, charge and spin)   0.134 eV
Electronic energy   -2896.7373 hartree
Charge   +3
HOMO-LUMO gap (spin up / spin down)   7.5 / 6.0 eV
2S+1   2

Cartesian coordinates (Å):
Yb: -0.424 0.180 -0.376
S: -2.244 2.341 -0.603
S: -2.071 -2.131 -0.387
C: -4.038 2.390 -0.938
C: -1.664 2.439 -2.335
C: -1.955 1.207 -3.173
N: -1.288 -0.004 -2.613
C: -1.977 -1.264 -3.043
C: -1.591 -2.417 -2.125
H: -0.587 2.651 -2.308
H: -2.187 3.304 -2.756
H: -1.583 1.380 -4.196
H: -3.039 1.043 -3.244
H: -1.680 -1.510 -4.078
H: -3.068 -1.122 -3.045
H: -0.508 -2.595 -2.160
H: -2.103 -3.334 -2.437
C: -3.865 -2.360 -0.616
H: -0.358 -0.044 -3.051
H: -4.295 -1.570 -1.240
H: -4.295 -2.314 0.386
H: -4.055 -3.344 -1.064
H: -4.518 2.357 0.045
H: -4.375 1.534 -1.532
H: -4.277 3.332 -1.455
C: 4.003 0.243 -1.862
C: 4.047 0.296 -0.526
H: 3.984 1.146 -2.477
H: 4.034 -0.710 -2.396
H: 4.057 1.241 0.021
H: 4.119 -0.610 0.077
C: 2.081 -3.359 1.234
C: 1.445 -2.474 0.351
N: 1.126 -1.217 0.712
C: 1.514 -0.735 1.926
C: 2.222 -1.567 2.847
C: 2.464 -2.900 2.481
C: 2.697 -0.993 4.061
C: 2.490 0.327 4.369
C: 1.770 1.190 3.498
C: 1.569 2.554 3.771
C: 0.910 3.355 2.855
C: 0.478 2.786 1.646
N: 0.630 1.475 1.370
C: 1.267 0.668 2.260
H: 2.248 -4.387 0.917
H: 1.143 -2.790 -0.654
H: 2.989 -3.552 3.175
H: 3.241 -1.636 4.753
H: 2.877 0.737 5.304
H: 1.955 2.969 4.700
H: 0.712 4.409 3.046
H: -0.030 3.386 0.882

Here are the Mulliken charges for atoms 1 to 2, given in e: atom 1 (Yb): 0.95, atom 2 (S): 0.04

# 4
Computed, not measured: 2 unconnected molecules or ions with the total composition C20H27N4 in a non-equilibrium geometry, with wB97M-V/def2-TZVPD.

Output
Energy relative to the best compared isomer or geometry (same formula, charge and spin)   1.131 eV
Electronic energy   -997.0023 hartree
Charge   +1
HOMO-LUMO gap   4.9 eV

Cartesian coordinates (Å):
C: -6.032 0.062 -0.279
N: -4.979 -0.581 -1.037
C: -5.406 -1.782 -1.730
C: -3.644 -0.202 -0.912
C: -2.715 -1.018 -0.219
C: -1.381 -0.653 -0.145
C: -0.890 0.494 -0.805
C: 0.519 0.813 -0.791
C: 1.525 -0.163 -0.867
C: 2.948 0.133 -0.830
C: 3.660 1.326 -0.816
C: 5.065 1.259 -0.863
C: 5.737 0.022 -0.907
C: 5.018 -1.184 -0.880
C: 3.633 -1.099 -0.841
N: 2.679 -2.121 -0.916
C: 3.012 -3.531 -1.005
C: 1.429 -1.577 -0.952
C: -1.833 1.332 -1.457
C: -3.180 1.016 -1.478
H: -5.625 0.904 0.292
H: -6.814 0.422 -0.959
H: -6.489 -0.660 0.417
H: -4.581 -2.223 -2.299
H: -5.798 -2.526 -1.022
H: -6.217 -1.525 -2.426
H: -3.070 -1.930 0.259
H: -0.693 -1.265 0.441
H: 0.807 1.858 -0.931
H: 3.125 2.278 -0.796
H: 5.647 2.184 -0.878
H: 6.822 -0.007 -0.960
H: 5.500 -2.159 -0.893
H: 4.100 -3.631 -0.973
H: 2.575 -4.091 -0.167
H: 2.641 -3.972 -1.940
H: 0.532 -2.180 -1.053
H: -1.470 2.230 -1.956
H: -3.898 1.663 -1.984
C: 2.083 1.588 2.643
N: 0.773 1.336 2.077
N: -0.178 2.277 2.529
C: -0.438 2.123 3.951
H: 2.753 0.773 2.351
H: 2.499 2.546 2.293
H: 1.987 1.617 3.728
H: 0.795 1.376 1.056
H: -1.029 2.144 1.985
H: -1.072 2.957 4.270
H: -0.944 1.174 4.188
H: 0.511 2.173 4.484

Here are the Mulliken charges for atoms 1 to 2, given in e: atom 1 (C): -1.00, atom 2 (N): 0.20

# 5
Computed, not measured: a molecular structure, C20H27N7O2Re in a non-equilibrium geometry, with wB97M-V/def2-TZVPD.

Output
Electronic energy   -1388.6317 hartree
Charge   +4
HOMO-LUMO gap (spin up / spin down)   9.3 / 5.0 eV
2S+1   4

Cartesian coordinates (Å):
N: 0.852 1.768 -0.760
C: 0.905 2.920 -0.742
C: 0.973 4.355 -0.760
H: -0.039 4.794 -0.831
H: 1.564 4.702 -1.623
H: 1.450 4.735 0.164
N: 2.584 -1.684 -1.083
C: 3.536 -2.304 -1.242
C: 4.730 -3.081 -1.481
H: 5.355 -2.606 -2.257
H: 4.470 -4.099 -1.818
H: 5.328 -3.164 -0.556
N: -1.273 -1.494 -0.760
C: -2.306 -2.007 -0.741
C: -3.592 -2.647 -0.759
H: -3.619 -3.485 -0.038
H: -3.810 -3.047 -1.764
H: -4.391 -1.931 -0.488
Re: 0.832 -0.542 -0.356
C: 0.766 -2.145 0.759
O: 0.788 -3.101 1.527
C: 2.272 0.166 0.759
O: 3.154 0.533 1.527
C: 1.211 0.874 -3.864
C: -0.156 0.942 -3.744
C: -0.927 -0.246 -3.745
C: -0.307 -1.467 -3.863
C: 1.102 -1.537 -3.987
C: 1.850 -0.383 -3.986
H: 1.811 1.752 -3.892
H: -0.663 1.875 -3.675
H: -1.985 -0.164 -3.677
H: -0.863 -2.373 -3.889
H: 1.554 -2.492 -4.103
H: 2.907 -0.406 -4.101
C: -0.497 1.759 1.490
N: -0.395 0.258 1.420
C: -1.810 -0.256 1.491
N: -2.557 0.225 2.681
C: -2.615 1.704 2.664
N: -1.238 2.248 2.680
C: -0.543 1.801 3.909
N: -0.493 0.322 3.937
C: 0.258 -0.168 2.752
C: -1.867 -0.230 3.910
H: -1.054 2.131 0.623
H: 0.500 2.191 1.572
H: -1.802 -1.342 1.573
H: -2.375 0.103 0.624
H: -3.159 2.059 3.540
H: -3.139 2.045 1.771
H: 0.469 2.207 3.936
H: -1.080 2.158 4.788
H: 0.307 -1.249 2.880
H: 1.267 0.225 2.880
H: -2.410 0.117 4.788
H: -1.829 -1.320 3.937

Here are the Mulliken charges for atoms 1 to 2, given in e: atom 1 (N): -0.70, atom 2 (C): 0.64

# 6
Computed, not measured: a molecular structure, C20H27O2P2SbSe4Ti in a non-equilibrium geometry, with wB97M-V/def2-TZVPD.

Output
Energy relative to the best compared isomer or geometry (same formula, charge and spin)   3.287 eV
Electronic energy   -12307.0384 hartree
Charge   -2
HOMO-LUMO gap (spin up / spin down)   4.7 / 4.9 eV
2S+1   3

Cartesian coordinates (Å):
Ti: 1.345 1.604 0.497
O: 3.256 1.451 1.788
C: 2.354 0.652 2.159
O: 1.198 1.001 2.612
C: 2.515 -0.842 1.865
P: 1.065 -1.185 0.733
C: 1.522 -0.256 -0.795
C: 2.784 0.394 -0.968
C: 3.061 1.051 -2.191
C: 2.106 1.186 -3.162
C: 0.824 0.635 -2.962
C: 0.540 -0.057 -1.808
C: 1.569 -2.942 0.323
C: 1.482 -3.906 1.329
C: 1.780 -5.236 1.075
C: 2.157 -5.634 -0.203
C: 2.220 -4.689 -1.217
C: 1.920 -3.357 -0.958
H: 2.354 -1.389 2.797
H: 3.491 -1.088 1.453
H: 3.615 0.156 -0.319
H: 4.049 1.474 -2.333
H: 2.290 1.748 -4.069
H: 0.066 0.792 -3.720
H: -0.444 -0.495 -1.680
H: 1.178 -3.610 2.328
H: 1.712 -5.967 1.873
H: 2.396 -6.671 -0.406
H: 2.504 -4.988 -2.220
H: 1.968 -2.628 -1.760
Se: -2.690 4.559 -3.224
Sb: -0.225 4.558 -3.204
Se: 0.689 3.440 -0.844
Se: 1.451 3.753 1.378
Se: 0.263 3.585 -5.440
C: -2.411 -1.340 0.056
C: -2.267 -0.331 1.195
P: -1.308 1.197 0.771
C: -2.396 1.967 -0.501
C: -3.911 1.824 -0.390
C: -1.704 2.278 2.239
C: -2.845 1.879 3.177
H: -3.084 -2.149 0.354
H: -1.454 -1.793 -0.199
H: -2.826 -0.875 -0.840
H: -1.769 -0.802 2.046
H: -3.259 -0.009 1.512
H: -2.047 1.631 -1.482
H: -2.147 3.028 -0.482
H: -4.252 0.797 -0.541
H: -4.352 2.452 -1.167
H: -4.277 2.169 0.579
H: -1.877 3.272 1.821
H: -0.790 2.349 2.824
H: -3.809 1.814 2.671
H: -2.940 2.623 3.973
H: -2.641 0.918 3.654

Here are the Mulliken charges for atoms 1 to 2, given in e: atom 1 (Ti): -0.38, atom 2 (O): -0.53

# 7
Computed, not measured: 2 unconnected molecules or ions with the total composition C20H28BO4 in a non-equilibrium geometry, with wB97M-V/def2-TZVPD.

Output
Energy relative to the best compared isomer or geometry (same formula, charge and spin)   2.235 eV
Electronic energy   -1104.4499 hartree
Charge   +1
HOMO-LUMO gap   3.8 eV

Cartesian coordinates (Å):
C: 1.916 2.947 -2.545
O: 1.689 1.823 -1.682
C: 1.496 1.956 -0.370
C: 2.629 1.540 0.442
C: 2.766 2.060 1.752
C: 3.838 1.684 2.544
C: 4.811 0.808 2.044
C: 5.979 0.453 2.910
C: 4.648 0.230 0.778
C: 3.566 0.573 -0.023
H: 2.313 2.502 -3.464
H: 0.966 3.474 -2.731
H: 2.657 3.622 -2.095
H: 0.985 2.886 -0.053
H: 1.992 2.732 2.129
H: 3.918 2.064 3.565
H: 6.689 -0.164 2.362
H: 6.478 1.372 3.234
H: 5.691 -0.097 3.815
H: 5.369 -0.512 0.425
H: 3.419 0.085 -0.993
C: -5.686 -4.786 -1.105
C: -5.108 -3.725 -0.287
C: -5.540 -3.110 0.872
C: -4.579 -2.101 1.163
C: -3.611 -2.139 0.183
B: -2.503 -1.136 -0.153
O: -2.530 0.075 0.460
C: -1.324 0.716 -0.024
C: -1.840 1.979 -0.718
C: -0.614 1.049 1.293
C: -0.651 -0.369 -1.014
C: -0.497 0.026 -2.487
C: 0.619 -1.029 -0.493
O: -1.605 -1.458 -1.112
O: -3.926 -3.162 -0.712
H: -6.614 -5.122 -0.641
H: -5.915 -4.426 -2.116
H: -5.002 -5.640 -1.176
H: -6.447 -3.334 1.434
H: -4.592 -1.408 2.003
H: -1.042 2.605 -1.132
H: -2.538 1.703 -1.521
H: -2.391 2.580 0.020
H: 0.434 1.320 1.176
H: -1.107 1.928 1.747
H: -0.661 0.207 2.010
H: 0.299 0.762 -2.643
H: -0.235 -0.875 -3.068
H: -1.445 0.427 -2.881
H: 1.450 -0.326 -0.509
H: 0.488 -1.399 0.533
H: 0.897 -1.869 -1.148

Here are the Mulliken charges for atoms 1 to 2, given in e: atom 1 (C): -0.67, atom 2 (O): -0.30

# 8
Computed, not measured: 2 unconnected molecules or ions with the total composition C20H28Cl3FNO2PS in a non-equilibrium geometry, with wB97M-V/def2-TZVPD.

Output
Electronic energy   -3204.1008 hartree
Structure (SMILES)   CCCCCCCCCN1C(=O)c2cc([PH2]=S)c([C@@H](C)F)cc2C1=O.ClC(Cl)Cl
HOMO-LUMO gap   8.2 eV

Cartesian coordinates (Å):
C: 7.313 2.225 0.582
C: 6.738 0.796 0.713
C: 5.278 0.684 0.217
C: 4.956 -0.799 -0.027
C: 3.596 -1.016 -0.752
C: 2.618 -1.846 0.119
C: 1.629 -2.570 -0.809
C: 0.360 -3.143 -0.133
C: -0.150 -2.364 1.080
N: -0.346 -0.916 0.858
C: -0.885 -0.285 2.016
O: -0.398 -0.316 3.102
C: -2.118 0.427 1.548
C: -3.091 1.110 2.257
C: -4.128 1.722 1.557
P: -5.373 2.639 2.522
S: -5.439 4.559 2.180
C: -4.206 1.667 0.149
C: -5.339 2.359 -0.622
C: -4.809 2.865 -1.963
F: -6.270 1.344 -0.889
C: -3.231 0.952 -0.548
C: -2.206 0.348 0.169
C: -1.011 -0.479 -0.295
O: -0.721 -0.643 -1.445
H: 6.544 3.000 0.591
H: 7.934 2.291 -0.313
H: 7.975 2.432 1.430
H: 7.339 0.129 0.088
H: 6.814 0.470 1.752
H: 5.113 1.302 -0.670
H: 4.671 1.089 1.036
H: 5.749 -1.223 -0.648
H: 4.900 -1.279 0.952
H: 3.708 -1.476 -1.738
H: 3.154 -0.028 -0.918
H: 3.169 -2.561 0.738
H: 2.141 -1.128 0.790
H: 1.402 -1.953 -1.679
H: 2.177 -3.431 -1.214
H: 0.562 -4.188 0.117
H: -0.446 -3.168 -0.876
H: -1.073 -2.853 1.424
H: 0.566 -2.505 1.892
H: -3.030 1.188 3.339
H: -4.968 2.444 3.857
H: -6.618 1.994 2.367
H: -5.771 3.165 -0.031
H: -5.519 3.562 -2.407
H: -4.703 2.025 -2.655
H: -3.812 3.293 -1.854
H: -3.211 0.889 -1.619
C: -3.605 -2.562 -3.129
Cl: -2.279 -2.356 -4.269
Cl: -3.453 -4.094 -2.261
Cl: -3.664 -1.205 -1.990
H: -4.533 -2.580 -3.686

Here are the Mulliken charges for atoms 1 to 2, given in e: atom 1 (C): -1.19, atom 2 (C): -0.38

# 9
Computed, not measured: a molecular structure, C20H28CuNO2S in a non-equilibrium geometry, with wB97M-V/def2-TZVPD.

Output
Energy relative to the best compared isomer or geometry (same formula, charge and spin)   0.000 eV
Electronic energy   -3022.6659 hartree
Charge   -1
HOMO-LUMO gap (spin up / spin down)   5.7 / 5.1 eV
2S+1   2

Cartesian coordinates (Å):
O: 0.418 -0.013 -7.209
C: 0.265 1.378 -7.723
C: 0.123 0.987 -9.169
H: 1.171 1.955 -7.524
H: -0.650 1.888 -7.381
C: 0.269 -0.450 -8.602
H: 0.966 1.384 -9.772
H: -0.842 1.317 -9.604
C: 1.586 -1.158 -8.885
H: 2.456 -0.514 -8.638
H: 1.588 -1.576 -9.904
H: 1.640 -1.976 -8.171
C: -0.980 -1.307 -8.737
H: -1.864 -0.734 -8.413
H: -0.835 -2.164 -8.077
H: -1.075 -1.648 -9.791
Cu: -0.830 -1.476 -0.433
C: -2.334 -0.545 1.235
C: -1.739 0.748 1.136
C: -1.600 1.102 -0.224
H: -1.472 1.388 1.983
C: -2.163 0.037 -1.004
C: -2.717 -0.961 -0.090
H: -3.301 -1.836 -0.376
H: -2.548 -1.090 2.161
H: -1.103 1.994 -0.610
H: -2.313 0.048 -2.083
C: 0.919 -1.937 1.363
C: 0.426 -2.878 0.368
C: 0.913 -2.413 -0.922
H: -0.145 -3.776 0.582
C: 1.635 -1.195 -0.695
C: 1.666 -0.931 0.686
H: 2.130 -0.072 1.180
H: 0.686 -1.956 2.431
H: 0.792 -2.930 -1.881
H: 2.109 -0.568 -1.468
O: 1.553 0.930 -3.489
C: 0.355 0.220 -4.001
C: -0.424 1.177 -4.894
H: -0.250 -0.041 -3.102
H: 0.676 -0.701 -4.514
C: 0.497 2.445 -4.918
H: -1.426 1.416 -4.542
H: -0.581 0.710 -5.870
C: 1.042 2.346 -3.489
H: 0.020 3.396 -5.146
H: 1.342 2.279 -5.624
H: 0.146 2.421 -2.773
H: 1.841 3.011 -3.177
S: 0.242 0.081 5.078
C: 0.683 0.825 3.695
N: 1.036 1.364 2.684

Here are the Mulliken charges for atoms 1 to 2, given in e: atom 1 (O): -0.50, atom 2 (C): -0.52